1.
This record from OMol25 describes 7 unconnected molecules or ions with the total composition C46H55INO5. The level of theory is wB97M-V/def2-TZVPD.

Each line ends with the Löwdin charge.
Atoms and positions in Å:
C  -2.1868  -1.9392  -3.5063  -0.10
O  -2.6847  -0.7549  -2.9152  -0.22
C  -3.8130  -0.2178  -3.6029  -0.23
C  -3.5711  1.2295  -3.9830  -0.15
C  -2.7040  1.3785  -5.2439  -0.15
C  -3.0364  2.5824  -6.1458  -0.39
C  -2.6529  3.9250  -5.4898  -0.20
C  -1.5501  3.9586  -4.4448  -0.76
C  -1.5310  5.3495  -3.7758  -0.19
I  0.4078  3.6087  -5.2648  0.86
N  -4.4502  2.6738  -6.4889  0.03
C  -4.9722  1.5193  -7.1407  -0.25
O  -4.6740  1.5559  -8.5308  -0.12
O  -3.8854  0.4210  -8.8932  -0.05
C  -2.1817  2.4550  -7.4841  -0.71
O  -1.4471  1.4438  -7.5611  -0.08
O  -2.3527  3.3633  -8.3105  -0.02
H  -1.2653  -2.1980  -2.9892  0.08
H  -2.9027  -2.7588  -3.4047  0.08
H  -1.9423  -1.7733  -4.5568  0.09
H  -4.7000  -0.3195  -2.9679  0.12
H  -4.0172  -0.8040  -4.5028  0.11
H  -4.5603  1.6704  -4.1375  0.11
H  -3.1329  1.7493  -3.1280  0.10
H  -1.6464  1.3591  -5.0014  0.09
H  -2.8627  0.4819  -5.8413  0.10
H  -3.5411  4.3248  -4.9808  0.12
H  -2.4063  4.6351  -6.2785  0.11
H  -1.7146  3.2322  -3.6560  0.04
H  -2.2626  5.3654  -2.9663  0.07
H  -1.8527  6.0897  -4.5079  0.07
H  -0.5446  5.6155  -3.4144  0.03
H  -5.0222  2.9834  -5.7189  0.10
H  -4.6045  0.5694  -6.7440  0.11
H  -6.0631  1.5079  -7.0409  0.12
H  -2.9845  0.7011  -8.6296  0.06
C  -1.3811  -0.0251  0.9445  -0.08
C  -1.4985  0.7042  -0.2317  -0.06
C  -1.1690  2.0536  -0.2394  -0.07
C  -0.7184  2.6690  0.9209  -0.11
C  -0.6000  1.9370  2.0946  -0.12
C  -0.9350  0.5902  2.1069  -0.11
H  -1.6386  -1.0774  0.9534  0.10
H  -1.8453  0.2270  -1.1405  0.08
H  -1.2630  2.6258  -1.1542  0.10
H  -0.4598  3.7209  0.9101  0.10
H  -0.2472  2.4161  3.0002  0.10
H  -0.8477  0.0186  3.0235  0.07
C  -3.5503  4.3365  2.3755  -0.08
C  -2.7878  5.3155  2.9963  -0.09
C  -3.4080  6.3797  3.6364  -0.10
C  -4.7933  6.4615  3.6613  -0.10
C  -5.5570  5.4810  3.0431  -0.10
C  -4.9357  4.4205  2.3983  -0.09
H  -3.0649  3.5088  1.8764  0.08
H  -1.7070  5.2485  2.9803  0.10
H  -2.8118  7.1459  4.1155  0.10
H  -5.2777  7.2900  4.1622  0.10
H  -6.6375  5.5445  3.0629  0.10
H  -5.5305  3.6583  1.9117  0.10
C  -3.0861  -4.1284  5.3908  -0.10
C  -3.2094  -3.3977  4.2173  -0.09
C  -2.8828  -2.0489  4.2028  -0.09
C  -2.4269  -1.4320  5.3595  -0.10
C  -2.3011  -2.1635  6.5324  -0.10
C  -2.6333  -3.5111  6.5487  -0.10
H  -3.3423  -5.1800  5.4029  0.10
H  -3.5592  -3.8791  3.3133  0.10
H  -2.9829  -1.4765  3.2890  0.09
H  -2.1703  -0.3800  5.3459  0.10
H  -1.9444  -1.6827  7.4343  0.10
H  -2.5388  -4.0808  7.4643  0.10
C  4.8416  0.2932  4.4523  -0.11
C  4.2656  -0.6802  5.2565  -0.10
C  2.9655  -1.1023  5.0115  -0.09
C  2.2446  -0.5546  3.9595  -0.09
C  2.8205  0.4185  3.1540  -0.09
C  4.1176  0.8439  3.4031  -0.11
H  5.8561  0.6211  4.6405  0.10
H  4.8304  -1.1116  6.0733  0.10
H  2.5137  -1.8592  5.6401  0.10
H  1.2330  -0.8869  3.7662  0.09
H  2.2570  0.8432  2.3325  0.10
H  4.5673  1.6031  2.7756  0.10
C  6.8454  -2.3016  -1.1491  -0.10
C  7.1784  -3.1012  -0.0645  -0.11
C  6.6832  -2.8007  1.1972  -0.10
C  5.8494  -1.7050  1.3728  -0.08
C  5.5137  -0.9081  0.2872  -0.09
C  6.0136  -1.2038  -0.9732  -0.09
H  7.2323  -2.5345  -2.1330  0.10
H  7.8235  -3.9602  -0.2018  0.10
H  6.9468  -3.4220  2.0433  0.09
H  5.4575  -1.4723  2.3549  0.08
H  4.8591  -0.0568  0.4246  0.10
H  5.7527  -0.5810  -1.8190  0.10
C  7.4992  -8.0193  3.0710  -0.10
C  7.6630  -8.2808  1.7182  -0.10
C  7.0265  -7.4849  0.7752  -0.09
C  6.2323  -6.4230  1.1843  -0.10
C  6.0706  -6.1604  2.5379  -0.10
C  6.7010  -6.9600  3.4809  -0.10
H  7.9934  -8.6412  3.8065  0.10
H  8.2865  -9.1057  1.3980  0.10
H  7.1499  -7.6922  -0.2800  0.10
H  5.7400  -5.7992  0.4497  0.10
H  5.4519  -5.3313  2.8567  0.10
H  6.5710  -6.7570  4.5362  0.10

Results
* LUMO level: 1.82 eV
* E_HOMO: -0.178 Eh
* energy: -2514.42188 Ha
* HOMO-LUMO gap: 6.7 eV
* net charge: -1

=====

2.
This record from OMol25 describes 4 unconnected molecules or ions with the total composition C20H51IN7O8P2. The level of theory is wB97M-V/def2-TZVPD.

Each line ends with the Löwdin charge.
Atoms and positions in Å:
N  -1.3628  2.4974  3.2838  0.20
C  -1.3698  1.1944  3.0007  -0.41
N  -0.3352  0.4415  2.6029  -0.16
P  1.3030  0.9664  2.3421  0.78
O  1.5399  2.2993  2.8999  -0.39
N  -0.6950  -0.8496  2.3989  0.12
C  -1.9379  -0.8973  2.6553  -0.13
N  -2.4143  0.3618  3.0341  -0.14
P  -4.1901  0.4776  3.4438  0.56
O  -4.7742  -0.1695  2.0810  -0.37
I  -4.9017  2.8117  3.2455  0.50
H  -0.4311  2.8289  3.5392  0.10
H  -1.9900  2.7492  4.0395  0.07
H  2.1871  0.0290  2.8937  0.04
H  1.4878  0.9712  0.9503  0.03
H  -2.5750  -1.7592  2.6224  0.10
H  -4.3861  0.2849  1.3169  0.06
C  0.2348  6.7656  -3.6313  -0.11
O  1.0564  5.8664  -2.9055  -0.20
C  1.3709  6.3038  -1.5897  -0.21
C  0.7480  5.3816  -0.5645  -0.21
N  -0.7039  5.5098  -0.5440  -0.04
C  -1.3152  4.4607  0.2540  -0.20
C  -1.1735  3.0360  -0.2744  -0.24
O  -1.8592  2.7896  -1.4809  -0.17
C  -1.1274  3.0676  -2.6690  -0.08
H  0.1415  6.3788  -4.6440  0.09
H  -0.7664  6.8408  -3.1932  0.08
H  0.6847  7.7606  -3.6776  0.09
H  1.0623  7.3392  -1.4262  0.13
H  2.4587  6.2609  -1.4846  0.11
H  1.1448  5.6244  0.4258  0.13
H  1.0527  4.3546  -0.8110  0.09
H  -1.0633  5.4528  -1.4875  0.08
H  -2.3863  4.6722  0.3266  0.12
H  -0.9131  4.5100  1.2710  0.10
H  -1.6317  2.3631  0.4651  0.09
H  -0.1226  2.7269  -0.3635  0.10
H  -0.0561  2.9000  -2.5333  0.08
H  -1.2990  4.0896  -3.0117  0.08
H  -1.4912  2.3933  -3.4434  0.09
C  3.8670  3.3279  -0.8229  -0.11
O  3.1543  2.2344  -1.3798  -0.23
C  3.3638  2.0652  -2.7818  -0.21
C  4.0897  0.7669  -3.0541  -0.21
N  5.4677  0.8327  -2.5864  -0.05
C  6.1779  -0.4431  -2.6250  -0.19
C  5.6882  -1.5526  -1.7009  -0.22
O  5.8622  -1.2734  -0.3210  -0.17
C  4.8011  -0.5815  0.2997  -0.12
H  3.5575  3.4193  0.2183  0.09
H  4.9489  3.1665  -0.8486  0.09
H  3.6225  4.2570  -1.3441  0.08
H  3.9041  2.9147  -3.2051  0.13
H  2.3792  2.0259  -3.2571  0.11
H  4.0865  0.5743  -4.1301  0.13
H  3.5254  -0.0384  -2.5614  0.11
H  5.4732  1.1744  -1.6348  0.07
H  7.2199  -0.2372  -2.3707  0.12
H  6.1731  -0.8165  -3.6530  0.12
H  6.2964  -2.4375  -1.9027  0.12
H  4.6494  -1.8394  -1.9031  0.11
H  3.8352  -0.8311  -0.1518  0.08
H  4.9518  0.5017  0.2667  0.07
H  4.7839  -0.8804  1.3500  0.08
C  -2.6517  -8.7768  2.1954  -0.11
O  -2.2724  -8.0017  1.0710  -0.20
C  -3.2588  -7.9509  0.0460  -0.21
C  -3.7894  -6.5426  -0.1045  -0.21
N  -4.5904  -6.1605  1.0537  -0.05
C  -4.9649  -4.7536  1.0860  -0.20
C  -3.8462  -3.7301  1.2456  -0.22
O  -3.1852  -3.7877  2.5074  -0.23
C  -2.0891  -4.6964  2.5756  -0.08
H  -1.7942  -8.8255  2.8639  0.09
H  -3.4898  -8.3227  2.7356  0.08
H  -2.9217  -9.7938  1.9002  0.09
H  -4.0697  -8.6573  0.2385  0.13
H  -2.7743  -8.2446  -0.8891  0.12
H  -4.4106  -6.4853  -1.0021  0.13
H  -2.9245  -5.8787  -0.2439  0.11
H  -4.0715  -6.3775  1.8940  0.07
H  -5.6548  -4.6221  1.9233  0.12
H  -5.5250  -4.5169  0.1768  0.12
H  -4.3060  -2.7371  1.1941  0.10
H  -3.1139  -3.7768  0.4315  0.11
H  -1.5765  -4.7856  1.6160  0.09
H  -2.4135  -5.6811  2.9132  0.08
H  -1.3851  -4.3110  3.3144  0.09

Results
* LUMO level: -3.57 eV
* E_HOMO: -0.385 Eh
* energy: -2757.93085 Ha
* energy relative to the best compared isomer or geometry (same formula, charge and spin): 0.000 eV
* HOMO-LUMO gap: 6.9 eV
* net charge: +1

=====

3.
This record from OMol25 describes a molecular structure, C39H38F4IMoN8O2S. The level of theory is wB97M-V/def2-TZVPD.

Each line ends with the Löwdin charge.
Atoms and positions in Å:
Mo  -0.8140  -0.3909  0.2407  1.31
C  -3.6593  -0.3525  -4.2089  -0.08
C  -4.3463  -0.4042  -2.8477  -0.26
N  -3.7556  0.5901  -1.9464  -0.21
C  -3.7521  1.9952  -2.3251  -0.25
C  -5.1414  2.6388  -2.5672  -0.06
C  -4.1891  0.2412  -0.6171  -0.22
C  -3.6784  1.0111  0.6093  -0.19
N  -2.2402  0.9154  0.9841  -0.15
C  -1.7859  1.9076  1.8499  -0.20
C  -1.1573  1.6841  3.0909  -0.15
F  -1.0298  0.4423  3.6626  0.07
C  -0.5786  2.7553  3.6946  -0.21
F  0.3755  2.4817  4.6179  0.08
C  -0.8731  4.1193  3.5254  0.11
C  -1.5999  4.3132  2.3689  -0.22
F  -1.9843  5.5640  2.0688  0.10
C  -2.0537  3.2642  1.6086  -0.16
F  -2.8083  3.5651  0.5170  0.05
H  -3.6791  -1.3470  -4.6551  0.07
H  -2.6647  0.0129  -4.1312  0.04
H  -4.2803  0.2633  -4.8799  0.08
H  -4.1871  -1.4138  -2.4092  0.11
H  -5.4720  -0.3472  -2.9352  0.13
H  -3.1129  2.1092  -3.2587  0.13
H  -3.2372  2.5546  -1.5305  0.09
H  -5.7227  1.9811  -3.2037  0.06
H  -4.9841  3.6260  -3.0061  0.07
H  -5.7114  2.8915  -1.6077  0.10
H  -4.0332  -0.8399  -0.4312  0.11
H  -5.3326  0.3874  -0.5656  0.15
H  -4.3142  0.7041  1.4876  0.14
H  -3.9692  2.0743  0.4457  0.11
H  -0.4853  4.8553  4.2288  0.15
C  1.9394  5.1956  -0.2374  0.00
C  1.9186  4.1005  -1.3174  -0.20
N  2.8462  3.8851  -2.2098  0.14
C  2.6111  3.0001  -3.1662  -0.06
C  1.5393  2.1152  -3.1613  -0.15
C  1.3748  1.4170  -4.4845  -0.15
O  -0.0060  1.1421  -4.9448  -0.06
C  0.5524  2.2002  -2.1769  -0.06
C  -0.4073  1.2015  -1.7957  -0.05
N  -0.1705  -0.1330  -1.6038  -0.13
C  0.9175  -0.9801  -2.0682  -0.26
C  2.2398  -0.5393  -1.8692  -0.06
C  3.3458  -1.3164  -2.2671  -0.04
C  3.1398  -2.6457  -2.6809  -0.08
C  1.8903  -3.1819  -2.7120  -0.22
C  0.7702  -2.3818  -2.5539  -0.61
I  -0.9294  -3.5720  -2.8761  0.93
C  0.6190  3.3954  -1.3321  -0.27
O  -0.2800  3.9382  -0.6226  0.08
H  1.2600  5.9588  -0.5734  0.09
H  2.9222  5.5940  0.0192  0.09
H  1.4421  4.7963  0.6672  0.08
H  3.3132  3.0758  -4.0168  0.14
H  1.8518  0.4335  -4.2813  0.12
H  1.8967  1.9306  -5.3318  0.14
H  -0.0983  1.5304  -5.8260  0.09
H  -1.4341  1.5211  -1.8605  0.09
H  2.4256  0.3726  -1.2691  0.12
H  4.3638  -0.9595  -2.2886  0.11
H  3.9556  -3.2304  -3.0738  0.11
H  1.6857  -4.2782  -2.8684  0.09
S  -1.2174  -2.6457  0.7623  0.57
C  -0.0294  -2.8838  2.0247  -0.76
N  -0.0851  -4.1459  2.5361  0.11
N  0.8103  -4.3788  3.5000  0.04
C  1.1966  -5.6193  3.8611  -0.25
C  2.1655  -5.7785  4.8939  -0.02
C  2.8658  -6.9573  5.1054  -0.05
C  2.4296  -8.0903  4.3623  -0.07
C  1.3577  -8.0141  3.5034  -0.07
C  0.7674  -6.7801  3.1834  0.00
N  0.8719  -1.9406  2.3655  0.03
N  0.8823  -0.8600  1.5827  -0.11
C  1.8949  0.0324  1.9627  -0.28
C  1.9802  1.3179  1.4276  -0.08
C  3.1199  2.0551  1.5234  -0.05
C  4.2608  1.5858  2.2823  -0.03
C  4.0829  0.4067  2.9981  -0.07
C  2.9322  -0.3591  2.8369  -0.02
H  1.3891  -3.6070  3.9036  0.17
H  2.4936  -4.8441  5.3558  0.11
H  3.7114  -6.8885  5.7787  0.11
H  2.9695  -9.0014  4.5615  0.10
H  0.9012  -8.8604  3.0568  0.10
H  -0.0929  -6.7236  2.4534  0.13
H  1.1661  1.7039  0.8442  0.08
H  3.1850  2.9367  0.8512  0.10
H  5.1838  2.1275  2.3278  0.10
H  4.8517  0.0872  3.7019  0.11
H  2.7176  -1.3131  3.3623  0.10

Results
* LUMO level (alpha / beta): -4.91 / -5.33 eV
* E_HOMO (alpha / beta): -0.366 / -0.372 Eh
* energy: -3260.46822 Ha
* HOMO-LUMO gap (alpha / beta): 5.1 / 4.8 eV
* 2S+1: 3
* net charge: +1
* <S²>: 2.409